[1]
The following is a DFT calculation (the ωB97M-V functional and the def2-TZVPD basis) of C42H72ClO5PPtSSi5 as an isolated structure at a distorted geometry.

The calculation puts the frontier orbital gap (spin up / spin down) at 6.85 / 4.14 eV. Its spin multiplicity is 5. Its HOMO energy (spin up / spin down) is -6.6 / -7.3 eV. For the energy above the lowest of the compared OMol25 structures with the same formula, charge and spin, the calculation gives 36.6 kcal/mol. The value obtained for the largest force on an atom is 2.1 eV/Å.

Cartesian coordinates (Å):
H  2.38  3.88  3.70
H  5.53  3.22  2.51
H  5.60  4.63  -2.39
O  0.64  3.45  1.61
H  4.97  -4.72  0.85
Si  3.30  2.15  2.13
C  -1.77  -0.22  5.94
H  -0.31  -3.47  -1.91
H  4.73  4.01  1.16
H  5.98  0.12  -2.11
C  -0.52  -3.53  2.51
C  0.41  3.51  -2.95
H  -0.67  -5.96  0.05
H  -6.57  -3.64  -2.23
H  -2.35  -5.60  2.52
H  3.42  2.76  4.57
H  -1.55  -1.92  -4.40
H  -1.30  4.93  -0.82
H  0.64  -2.72  -3.21
H  -3.92  2.68  -2.58
H  2.05  -0.99  0.27
H  -0.40  6.31  -1.41
C  3.80  -3.08  0.20
P  -1.98  1.19  1.57
H  2.29  6.32  -2.08
O  -3.57  -3.05  -0.93
H  -2.97  -5.31  0.88
H  2.60  -0.26  2.42
H  -3.13  -4.06  2.12
C  -0.31  -0.14  -2.84
H  -2.36  -2.89  -3.17
H  -6.27  2.71  -1.81
H  -6.33  -1.20  -1.52
H  0.09  -6.05  1.65
C  3.46  -2.17  -0.85
C  -3.48  1.58  0.60
H  1.17  3.00  -3.53
H  -5.22  -4.75  -1.97
C  -3.14  0.72  4.20
H  -4.10  1.05  3.85
C  -1.99  -1.91  -3.41
H  6.80  3.44  -2.83
O  -1.26  -3.39  0.23
H  -2.52  3.44  2.46
H  0.53  -0.30  -3.50
H  4.15  0.04  3.19
C  2.67  2.83  3.78
C  -0.40  3.49  2.43
H  0.71  -4.92  0.43
H  0.31  -0.45  5.49
C  -0.19  -5.38  0.84
H  3.30  -2.96  1.15
H  6.55  0.98  -0.69
H  6.59  3.89  -1.15
H  -0.34  -4.21  3.34
H  -1.68  -0.63  6.94
C  -3.17  1.97  -0.70
C  2.61  5.36  -1.70
H  -6.73  -3.06  0.18
C  5.05  -3.41  -2.26
C  -2.03  0.78  3.35
H  -5.29  -2.56  1.08
C  -0.94  -1.47  -2.39
H  -2.13  1.95  -1.02
C  -2.49  -4.85  1.74
H  3.51  2.95  -3.95
C  6.06  3.70  -2.08
H  -5.07  -3.41  -3.12
H  0.88  -2.23  -1.52
H  -4.92  -0.72  -0.56
C  -5.49  2.37  -1.14
H  -0.01  4.28  -3.58
H  -6.83  1.95  0.47
C  -1.70  3.09  1.82
H  5.51  -3.56  -3.22
H  3.00  1.36  -3.40
C  4.74  -4.06  0.03
Si  -2.36  -2.27  -0.16
C  2.56  -1.14  -0.67
C  -4.80  1.56  1.01
H  4.06  -0.17  1.45
C  -5.80  1.96  0.14
H  -1.19  -2.74  2.84
C  -5.49  -3.72  -2.17
C  4.92  3.04  1.63
H  -2.82  -1.20  -3.41
H  -5.45  -4.23  0.53
H  3.24  4.90  -2.45
C  -0.66  -0.13  5.12
C  -4.97  -2.82  -1.04
C  4.11  -2.42  -2.10
H  4.52  1.55  -4.25
C  -1.14  -4.28  1.33
C  5.39  -4.22  -1.19
H  -3.87  0.14  6.12
H  -0.38  2.78  -2.76
H  1.78  2.31  4.12
C  3.55  0.26  2.30
C  -3.00  0.22  5.48
C  5.67  0.73  -1.27
Pt  -0.15  0.62  0.16
H  6.13  -4.99  -1.31
C  -0.33  5.43  -0.77
H  0.43  -3.09  2.21
C  -5.26  -1.35  -1.37
C  0.14  -2.55  -2.26
H  -1.05  0.48  -3.34
H  0.04  0.39  -1.93
C  -4.17  2.37  -1.57
C  -0.79  0.36  3.83
H  -4.74  -1.07  -2.28
H  5.50  2.45  0.93
Cl  3.66  -1.48  -3.48
H  -0.21  5.77  0.26
H  0.06  0.40  3.16
Si  4.77  2.31  -1.87
H  -1.78  3.54  0.83
H  3.23  5.54  -0.83
S  -3.07  -1.22  1.52
H  5.03  0.11  -0.65
O  -0.27  3.87  3.57
O  -1.54  -1.22  -1.12
Si  1.09  4.25  -1.31
C  -5.66  -3.19  0.28
H  2.42  -0.40  -1.43
H  -5.06  1.21  2.00
C  3.86  2.02  -3.52
Si  1.21  2.46  0.37

[2]
The following is a DFT calculation (the ωB97M-V functional and the def2-TZVPD basis) of C29H55BiN4O3SSi4Te as an isolated structure.

The calculation puts the frontier orbital gap at 7.35 eV. Its net charge is +2. Its HOMO energy is -12.5 eV. For the energy above the lowest of the compared OMol25 structures with the same formula, charge and spin, the calculation gives 0.0 kcal/mol. The value obtained for the largest force on an atom is 0.6 eV/Å.

Cartesian coordinates (Å):
C  -3.47  1.37  2.80
C  -1.45  5.56  -1.31
H  5.31  -1.58  2.71
C  -1.39  -3.21  3.61
H  -0.61  -5.84  1.63
H  -4.41  1.54  0.27
H  3.16  -4.11  -3.89
H  3.49  0.71  -2.95
C  -2.75  -3.22  1.63
C  -0.24  2.52  -0.61
H  0.02  -4.81  3.78
C  4.39  -2.13  2.91
C  1.24  -1.55  -3.21
H  1.37  -4.93  -1.04
H  -6.69  1.05  -0.52
H  -8.43  0.33  1.08
Bi  -1.11  -1.19  -0.39
H  -3.40  1.55  3.88
H  -3.58  -2.81  1.06
H  -2.73  5.74  -5.65
H  4.26  -2.85  -3.33
Si  4.30  0.17  -0.65
C  0.36  3.68  -1.46
C  0.00  5.12  -1.09
C  5.95  -0.47  -1.25
H  5.14  0.67  1.63
H  0.24  5.31  -0.04
Si  2.99  -1.73  -0.18
H  -1.68  7.57  -4.66
H  5.85  -1.08  -2.14
H  -2.41  -4.84  0.27
C  3.47  1.21  -1.98
H  -1.53  6.65  -1.23
N  -2.02  5.12  -2.58
C  -5.84  0.70  3.22
H  2.92  -5.01  2.79
H  -2.95  -1.20  4.37
H  -1.11  -2.77  4.56
C  -2.11  -4.37  1.19
C  -5.17  1.22  0.97
H  6.62  0.36  -1.50
S  -2.29  0.02  2.50
C  -3.08  -1.38  3.30
C  5.36  -4.06  0.70
C  -6.45  0.94  0.53
H  -2.99  2.20  2.28
H  4.04  -4.31  -2.37
H  1.65  -3.91  2.25
H  5.82  -4.72  1.45
C  -1.45  1.89  -1.30
C  0.88  -4.11  -1.57
H  -3.09  4.35  -4.71
Te  1.05  -0.68  1.16
H  0.38  -4.53  -2.44
H  -4.14  -1.36  3.04
H  0.10  -3.75  -0.88
N  -0.68  2.84  0.75
N  -2.64  5.25  -4.78
C  -2.39  -2.63  2.84
N  -1.58  7.04  -3.81
C  -7.43  0.54  1.43
O  -1.43  0.61  -1.51
H  1.92  -0.81  -3.61
C  4.50  1.18  0.91
Si  2.11  -2.79  -2.08
O  -2.53  -0.28  1.00
H  0.44  -0.99  -2.72
Si  3.89  -3.18  1.45
H  5.08  -4.68  -0.15
C  -0.75  -4.36  3.17
H  6.13  -3.37  0.37
H  4.95  2.15  0.69
H  -1.39  3.56  0.74
C  3.52  -3.58  -3.00
H  -5.61  0.62  4.28
C  -7.13  0.42  2.78
H  -1.11  7.48  -3.04
H  2.43  1.44  -1.73
H  3.54  1.36  1.40
C  -2.08  5.81  -3.71
H  6.45  -1.07  -0.48
H  0.78  -2.08  -4.05
H  0.11  3.50  -2.51
C  2.57  -4.41  1.94
H  -2.34  4.15  -2.56
H  4.57  -2.76  3.79
H  0.52  1.75  -0.51
H  2.33  -5.09  1.13
H  0.09  3.17  1.32
O  -2.39  2.59  -1.66
H  -7.89  0.13  3.48
H  3.62  -1.41  3.18
C  -4.86  1.10  2.32
C  -1.10  -4.94  1.96
H  -2.12  5.16  -0.54
H  1.44  3.60  -1.39
H  0.66  5.77  -1.66
H  4.01  2.16  -2.09

[3]
The following is a DFT calculation (the ωB97M-V functional and the def2-TZVPD basis) of Cl5H2NaO21 as an isolated structure at a distorted geometry.

The calculation puts the frontier orbital gap at 7.13 eV. Its net charge is -4. Its HOMO energy is -0.1 eV. The value obtained for the largest force on an atom is 4.6 eV/Å.

Cartesian coordinates (Å):
O  1.35  -11.99  3.57
H  1.86  -12.41  7.96
O  2.76  -13.58  2.72
O  -0.51  -16.95  8.43
O  -4.43  -10.53  2.16
Cl  -4.26  -9.35  2.95
O  -5.69  -10.79  9.98
Cl  -4.48  -10.55  10.65
O  0.48  -15.18  7.31
Cl  0.74  -16.28  8.18
Cl  2.61  -12.18  2.89
O  -3.41  -10.69  9.73
Cl  -4.42  -15.78  4.97
O  1.54  -17.25  7.51
O  -4.25  -14.82  6.05
O  -2.96  -8.96  2.56
Na  -1.60  -11.81  6.38
O  -3.96  -17.08  5.25
O  -5.29  -8.46  2.50
O  -5.78  -15.96  4.57
O  -4.53  -9.17  11.05
O  3.71  -11.71  3.62
O  -4.47  -11.37  11.85
O  1.33  -15.80  9.38
O  -4.22  -9.61  4.36
H  2.75  -11.19  7.90
O  -3.67  -15.30  3.87
O  2.49  -11.59  1.55
O  1.97  -11.54  8.33

[4]
The following is a DFT calculation (the ωB97M-V functional and the def2-TZVPD basis) of a 10-piece molecular cluster, C38H100ClN8O13 overall at a distorted geometry.

The calculation puts the frontier orbital gap at 7.70 eV. Its net charge is -1. Its HOMO energy is -5.8 eV. The value obtained for the largest force on an atom is 3.5 eV/Å.

Cartesian coordinates (Å):
H  -8.71  -6.95  -2.27
H  8.91  -7.69  -0.94
C  -3.98  -10.79  1.72
C  -3.11  -6.90  4.32
H  -1.12  4.79  -7.67
H  8.62  4.87  1.21
H  -0.75  6.29  -7.47
C  8.87  -6.62  -0.73
H  -8.46  2.98  -4.21
C  -7.51  -5.13  -3.31
N  6.31  -6.90  -0.83
H  -11.35  -4.18  -0.29
C  4.43  2.24  7.05
C  -4.00  -7.49  3.25
H  -6.60  -5.59  -3.69
H  -9.39  2.28  -0.66
H  -0.16  13.07  -1.68
O  -4.52  -9.60  2.22
H  5.38  -5.20  2.01
H  -7.17  -7.04  -2.09
C  5.93  3.12  -1.21
H  5.36  1.79  8.95
H  -0.84  10.58  -3.34
H  6.63  -5.92  -3.22
H  -6.75  -0.15  6.68
H  -3.20  -7.47  5.24
N  -7.99  -6.70  -1.61
H  -2.09  -6.97  3.92
C  -7.73  -5.35  -1.85
C  6.54  -7.50  1.59
H  4.69  -4.83  0.51
C  8.93  3.50  -0.41
H  -0.37  8.12  -0.39
O  -0.54  -0.37  -0.09
H  8.42  2.84  0.29
H  8.29  2.24  -2.04
H  -5.94  -0.56  4.08
H  1.78  5.74  -4.94
H  -7.45  -4.06  -3.49
H  -8.64  -3.47  -1.13
H  0.95  12.24  -2.73
H  5.15  3.48  8.61
C  0.21  5.07  -6.26
H  -11.02  0.62  -4.24
H  6.78  -4.11  -1.54
H  -8.05  3.02  0.09
C  -8.01  3.05  -2.02
C  -0.97  10.63  -1.24
N  -0.31  5.38  -7.58
H  7.61  5.31  -0.09
H  -1.76  2.26  -4.83
H  8.71  3.06  8.24
C  -5.98  -0.12  5.91
C  5.68  -6.75  0.50
H  0.66  4.08  -6.29
H  1.04  7.09  -5.83
O  6.94  3.76  -1.92
O  -9.70  1.78  -3.18
H  -11.59  2.29  -3.87
H  4.89  1.58  6.31
O  0.28  9.93  -1.30
O  -2.05  4.10  -5.66
H  10.86  3.76  -1.14
H  -2.86  2.26  -6.22
H  -0.49  4.36  -4.29
C  -10.73  1.67  -4.15
C  4.18  3.46  6.22
H  -2.75  12.25  -1.95
H  -0.21  13.25  -3.46
O  -9.46  -4.99  0.06
H  7.63  -4.68  1.31
C  6.85  -4.40  0.60
H  -3.02  11.02  -2.84
O  -6.52  -0.77  4.81
H  6.52  -3.37  0.74
H  8.39  -5.55  -3.31
H  -3.70  -7.02  2.31
C  0.29  8.98  -0.29
H  9.75  -6.06  -1.05
H  7.50  4.16  8.88
H  7.55  2.44  9.43
C  4.25  -7.38  0.57
H  2.12  6.01  -6.69
H  7.52  -7.01  1.62
H  -3.35  -5.87  4.55
H  -6.47  3.73  -2.91
H  -6.83  -5.07  -1.30
N  -7.07  4.10  -2.19
C  -8.75  3.15  -0.74
H  7.77  -7.21  -3.16
O  -1.00  -0.59  2.23
H  4.95  3.41  -1.58
H  8.85  3.76  -2.60
H  -8.31  -5.53  -3.94
H  -1.25  5.80  -4.82
C  7.62  -6.18  -2.85
O  -2.67  -0.92  0.61
C  5.45  2.54  8.16
H  5.07  3.65  5.62
H  -9.70  3.82  -3.20
H  6.18  2.10  -1.49
H  3.58  -6.84  -0.10
C  8.63  4.97  0.12
H  4.26  -8.44  0.30
C  -0.87  4.84  -5.19
H  4.08  4.38  6.80
H  -3.78  -9.53  4.09
H  -5.40  -7.25  4.66
N  10.31  3.18  -0.54
H  -3.10  -10.54  1.12
H  -2.63  -9.10  2.82
H  -10.32  -3.18  0.86
H  8.93  -6.52  0.35
C  -8.98  -4.50  -1.29
H  2.74  1.44  6.69
O  6.23  -8.16  -1.45
H  9.31  5.76  -0.19
H  -9.31  4.08  -0.60
H  1.29  8.61  -0.10
N  -2.43  11.84  -2.81
H  5.96  3.22  -0.12
H  -1.14  2.46  -6.53
H  -1.01  11.31  -0.39
O  6.74  2.67  7.62
C  -10.59  -4.17  0.49
C  7.68  3.12  8.59
H  6.82  -8.71  -0.92
C  -1.06  11.33  -2.57
H  6.61  -8.57  1.43
H  10.44  2.27  -0.95
H  -4.71  -11.42  1.20
C  7.53  -6.10  -1.27
H  -11.06  -4.65  1.35
H  8.41  -4.17  -0.86
H  -5.00  -0.56  6.10
H  -6.46  4.06  -1.39
O  -1.90  1.20  0.98
H  3.42  3.31  5.45
C  7.42  -4.62  -0.82
C  -8.99  2.99  -3.25
C  -1.94  2.67  -5.82
H  3.87  -7.48  1.58
C  8.28  3.30  -1.79
H  2.55  2.35  7.97
H  -5.63  -6.30  3.42
C  5.57  -5.29  0.95
H  -5.71  0.90  5.64
H  -3.59  -11.45  2.49
C  -0.09  12.55  -2.64
N  -5.39  -7.25  3.65
H  -7.45  2.11  -1.99
H  0.02  9.53  0.61
H  -9.88  -4.59  -1.90
N  3.19  1.68  7.56
C  -3.66  -8.97  3.16
H  -1.79  9.92  -1.17
Cl  -1.50  -0.17  0.95
H  -10.39  1.89  -5.16
C  1.36  6.05  -5.91
H  6.18  -7.26  2.59

[5]
The following is a DFT calculation (the ωB97M-V functional and the def2-TZVPD basis) of an isolated ion of composition C22H11Cl2N2O5S and charge -1 at a distorted geometry.

The calculation puts the frontier orbital gap at 6.32 eV. Its net charge is -1. Its SMILES is N#CC1=C([O-])C(Cl)=C(Cl)C(=O)[C@@]1(C#N)[C@H](C(=O)c1ccccc1)S(=O)(=O)c1ccccc1. Its HOMO energy is -4.4 eV. For the energy above the lowest of the compared OMol25 structures with the same formula, charge and spin, the calculation gives 0.0 kcal/mol. The value obtained for the largest force on an atom is 3.4 eV/Å.

Cartesian coordinates (Å):
C  0.58  1.00  -4.62
H  1.26  0.13  -6.48
O  -1.57  -0.70  -1.17
C  0.94  -0.14  1.76
C  1.30  -1.31  -4.86
C  -3.64  0.20  1.97
C  -0.44  1.56  0.36
H  1.40  0.60  -0.22
C  0.29  0.77  -3.28
Cl  4.82  -2.59  1.07
H  0.39  1.99  -5.05
H  -1.81  -0.66  1.20
H  -0.09  1.57  -2.64
C  3.53  -0.32  1.71
N  -1.18  -2.88  2.50
O  2.38  1.37  2.94
C  1.07  -0.05  -5.42
H  1.69  -2.13  -5.47
H  1.19  -2.51  -3.05
H  -5.23  1.35  2.87
C  -2.36  0.26  1.41
C  -3.63  2.62  2.14
C  0.99  -1.63  1.88
O  0.40  -2.21  -0.79
C  0.53  0.39  0.42
C  0.10  0.30  2.88
O  2.14  -3.65  1.76
H  -1.93  3.63  1.22
H  -4.12  -0.78  2.09
C  3.45  -1.66  1.46
S  -0.14  -0.90  -1.07
Cl  4.98  0.56  1.69
C  2.19  -2.43  1.69
C  2.35  0.42  2.19
N  -0.48  0.57  3.85
C  -2.40  2.67  1.47
C  0.50  -0.50  -2.73
C  -1.73  1.48  1.14
C  1.02  -1.53  -3.51
O  -0.19  2.52  -0.36
H  -4.09  3.55  2.48
C  -0.19  -2.32  2.20
C  -4.26  1.39  2.37